No. 1
DFT (wB97M-V/def2-TZVPD) results for the molecule C7H9N3O2S at a distorted geometry.

Computed properties:
E_HOMO in eV: -9.3252
M in g mol⁻¹: 199.24
ΔE to the lowest compared entry with this formula, charge and spin in kJ/mol: 409.2
SMILES: CS(=O)(=O)c1ccc(N2CC2)nn1
Spin multiplicity: 1
LUMO energy in eV: -0.59

The geometry in XYZ format:
```
22
Properties=species:S:1:pos:R:3:nbo_charge:R:1
C 3.45363 -1.42182 -0.11295 -0.840
S 2.22472 -1.64016 -1.42663 2.007
O 1.85539 -3.12382 -1.51090 -0.869
O 2.98651 -1.26079 -2.63573 -0.917
C 0.97856 -0.33210 -0.85931 -0.082
C -0.10647 -0.06757 -1.74710 -0.173
C -1.24204 0.62165 -1.30232 -0.202
C -1.35838 0.70303 0.06335 0.356
N -2.53616 0.84921 0.76538 -0.448
C -2.53862 0.76184 2.19213 -0.258
C -2.67792 2.08778 1.39873 -0.231
N -0.33829 0.48516 0.85506 -0.258
N 0.83979 -0.06413 0.44502 -0.187
H 3.21343 -1.89136 0.75422 0.236
H 3.58836 -0.37003 0.13571 0.246
H 4.42426 -1.80762 -0.49183 0.259
H 0.02240 -0.29711 -2.80604 0.247
H -2.06140 0.83125 -1.93976 0.240
H -1.61802 0.20119 2.62389 0.247
H -3.42599 0.47299 2.83703 0.212
H -3.71257 2.38439 1.54893 0.203
H -1.97121 2.87801 1.21311 0.213
```

---

No. 2
DFT (wB97M-V/def2-TZVPD) results for the molecule C4H5ClN2O at a distorted geometry.

Computed properties:
E_HOMO in eV: -10.0311
M in g mol⁻¹: 132.55
ΔE to the lowest compared entry with this formula, charge and spin in kJ/mol: 195.1
SMILES: O=CN1CN=C[C@@H]1Cl
Spin multiplicity: 1
LUMO energy in eV: 0.42

The geometry in XYZ format:
```
13
Properties=species:S:1:pos:R:3:nbo_charge:R:1
O -0.90232 2.75596 0.21555 -0.602
C -0.27882 1.92141 -0.42107 0.532
N -0.41337 0.62001 -0.30604 -0.469
C 0.90386 -0.52243 -0.48636 -0.041
N 0.40174 -1.65204 0.18750 -0.373
C -0.71803 -1.40615 0.69649 0.124
C -1.26194 -0.04385 0.60204 -0.155
Cl -2.88233 0.03944 -0.10402 -0.036
H 0.56007 2.16603 -1.17709 0.107
H 1.76175 -0.09089 -0.01464 0.205
H 1.17662 -0.69075 -1.60445 0.224
H -1.41052 -2.17246 1.13402 0.212
H -1.35964 0.73782 1.50727 0.271
```

---

No. 3
DFT (wB97M-V/def2-TZVPD) results for C17H21FeN2O4 as an isolated structure at a distorted geometry.

Computed properties:
E_HOMO (spin up / spin down) in eV: -9.8644 / -10.5252
M in g mol⁻¹: 373.21
Expectation value of S²: 6.090
ΔE to the lowest compared entry with this formula, charge and spin in kJ/mol: 43.8
Spin multiplicity: 5
Net charge: +1
LUMO energy (spin up / spin down) in eV: -4.54 / -6.43

The geometry in XYZ format:
```
45
Properties=species:S:1:pos:R:3:nbo_charge:R:1
C 3.68822 2.00023 2.31686 -0.259
O 3.53903 2.46895 0.95980 -0.513
C 2.46299 1.95761 0.25712 0.256
C 1.82398 0.76824 0.62763 -0.294
C 0.36455 0.63147 0.37316 -0.509
C -0.24686 1.75541 -0.38322 -0.045
C 0.54446 2.69438 -1.02264 -0.235
C 1.91789 2.80424 -0.75993 -0.274
Fe 4.53239 0.34277 -0.82200 0.643
C 3.35721 -0.84009 -1.39005 0.412
O 2.54296 -1.49889 -1.90442 -0.399
C 5.88469 -0.71864 -0.50868 0.426
O 6.74037 -1.47124 -0.28066 -0.364
C 4.92449 0.88888 -2.43326 0.432
O 4.97766 1.23564 -3.53836 -0.368
H 4.46825 1.22231 2.33150 0.174
H 4.01058 2.87819 2.88579 0.223
H 2.74200 1.60665 2.72193 0.205
H 2.28732 0.00922 1.26715 0.222
H 0.22576 -0.31881 -0.17444 0.243
H -0.16857 0.47120 1.33124 0.254
H -1.31314 1.93597 -0.38995 0.259
H 0.10290 3.38656 -1.73669 0.233
H 2.55581 3.55713 -1.20510 0.233
C -3.49320 -0.13529 1.91828 -0.421
C -2.98349 0.89294 0.94209 -0.241
N -2.12123 0.30928 -0.06787 -0.601
C -2.29692 -0.93097 -0.39952 0.490
C -1.54954 -1.67903 -1.50030 -0.444
C -2.26828 -3.03008 -1.55796 -0.418
C -3.38394 -3.01474 -0.50392 -0.196
N -3.20156 -1.74844 0.16498 -0.420
C -4.10682 -1.31158 1.19243 -0.206
H -2.66686 -0.48333 2.54724 0.200
H -4.23522 0.33103 2.56940 0.226
H -3.84434 1.38308 0.45226 0.198
H -2.39488 1.67017 1.44115 0.193
H -1.60919 -1.11852 -2.44322 0.238
H -0.48436 -1.78531 -1.24724 0.213
H -2.70262 -3.20085 -2.54541 0.225
H -1.57350 -3.84506 -1.34094 0.217
H -4.38023 -3.06924 -0.97144 0.191
H -3.30580 -3.85517 0.20103 0.196
H -4.29586 -2.14345 1.88048 0.211
H -5.06710 -1.00284 0.74568 0.192
```

---

No. 4
DFT (wB97M-V/def2-TZVPD) results for C4H5O6Tl as an isolated structure at a distorted geometry.

Computed properties:
E_HOMO (spin up / spin down) in eV: -18.3741 / -18.0041
M in g mol⁻¹: 353.46
ΔE to the lowest compared entry with this formula, charge and spin in kJ/mol: 0.0
Spin multiplicity: 1
Net charge: +2
LUMO energy (spin up / spin down) in eV: -10.39 / -10.88

The geometry in XYZ format:
```
16
Properties=species:S:1:pos:R:3:nbo_charge:R:1
O -2.66670 0.31474 -0.55314 -0.640
C -1.78080 0.38648 0.27492 0.984
O -1.30163 -0.55526 0.97720 -0.605
O -0.96701 1.53144 0.33699 -0.436
O 2.31178 0.12983 0.40548 -0.399
C 3.46858 0.01627 -0.07526 0.991
O 4.22123 0.72634 -0.74596 -0.169
C 1.18252 0.82064 -0.31751 -0.134
C 0.29565 1.35865 0.75243 0.093
Tl -4.11202 -1.85930 -0.42456 0.980
H 0.67091 0.01995 -0.87324 0.246
H 1.62575 1.60006 -0.95504 0.267
H 0.65428 2.26328 1.25584 0.253
H -0.14213 -0.01273 1.34058 0.429
O 4.50976 -0.30223 0.73890 -0.422
H 5.11024 -0.97563 0.34016 0.560
```

---

No. 5
DFT (wB97M-V/def2-TZVPD) results for a 3-piece molecular cluster, C3H11O4 overall.

Computed properties:
E_HOMO in eV: -5.1013
M in g mol⁻¹: 111.12
ΔE to the lowest compared entry with this formula, charge and spin in kJ/mol: 0.0
Spin multiplicity: 1
Net charge: -1
LUMO energy in eV: 4.07

The geometry in XYZ format:
```
18
Properties=species:S:1:pos:R:3:nbo_charge:R:1
C -0.50606 -1.63921 -0.20209 -0.061
O 0.27662 -1.22236 -1.29486 -0.795
C -1.85466 -0.92390 -0.12736 -0.441
C -1.71635 0.59510 -0.09200 -0.058
O -0.90596 1.05739 0.95757 -0.794
H -0.67255 -2.72021 -0.27940 0.142
H 0.02928 -1.46542 0.73774 0.165
H -2.37162 -1.26735 0.77572 0.181
H -2.46545 -1.21042 -0.98899 0.180
H -1.32336 0.93360 -1.05734 0.158
H -2.71235 1.04045 0.01525 0.141
H 0.04248 0.98546 0.61454 0.518
H 0.84604 -0.47270 -0.93551 0.520
H 1.49902 1.56678 -0.87578 0.437
O 1.43347 0.86980 -0.21241 -1.231
H 3.78173 1.94415 1.29473 0.439
H 2.86004 0.91452 0.61244 0.519
O 3.75968 1.01434 1.05775 -1.018
```

---

No. 6
DFT (wB97M-V/def2-TZVPD) results for C4H6N2O as an isolated structure at a distorted geometry.

Computed properties:
E_HOMO in eV: -8.0503
M in g mol⁻¹: 98.11
ΔE to the lowest compared entry with this formula, charge and spin in kJ/mol: 714.8
Spin multiplicity: 1
LUMO energy in eV: 0.06

The geometry in XYZ format:
```
13
Properties=species:S:1:pos:R:3:nbo_charge:R:1
C -0.24059 -0.70640 1.23774 -0.063
C 1.06003 -0.96687 1.26921 -0.260
C 1.57900 -0.06647 0.04544 -0.407
C 0.42530 0.44717 -0.59393 0.418
H -1.89975 0.58421 -1.45030 0.414
H -2.72185 1.32759 0.73886 0.305
H -1.00603 -1.60134 1.55468 0.227
H 1.57417 -1.80454 1.72456 0.239
H 2.45477 0.21002 -0.54936 0.215
H 1.15350 0.83628 -2.25363 0.496
N -1.99253 0.34602 -0.17899 -0.624
N -0.70823 0.25898 0.28363 -0.278
O 0.32220 1.13534 -1.82792 -0.682
```

---

Q: Number 6 is which compound?
A: C4H6N2O

---

Q: Look up the spin multiplicity of the fifth one.
A: 1